The following is a DFT calculation (ωB97M-V/def2-TZVPD) of 4 unconnected molecules or ions with the total composition C36H56F2INO12.

Output
Strongest force on any atom in eV Å⁻¹: 0.6
Multiplicity: 1
HOMO level in eV: -9.13
Orbital gap in eV: 8.29
E_tot in eV: -77836.891
SMILES: CCCCCc1c(O)c([C@@H](I)CC)c2c(c1F)C(=O)C(CCCN)=C(CCCF)C2=O.CCOC(=O)OC.CCOC(=O)OC.CCOC(=O)OC
LUMO in Eh: -0.031

```
108
C36H56F2INO12, DFT ωB97M-V/def2-TZVPD
C -0.0402 1.4367 5.8306
C -1.1969 1.7030 4.8653
C -1.0659 0.8412 3.5990
C -1.9644 -0.4035 3.6743
C -1.5870 -1.5316 2.6918
C -0.9951 -1.0484 1.3970
C -1.7835 -0.4321 0.4314
O -3.1244 -0.2799 0.7018
C -1.2786 0.0234 -0.7921
C -2.1632 0.6864 -1.8138
I -3.7713 -0.6228 -2.4023
C -2.6019 2.0870 -1.3459
C -3.8416 2.6819 -2.0001
C 0.1005 -0.0990 -0.9909
C 0.9344 -0.6811 -0.0286
C 0.3622 -1.1676 1.1348
F 1.1316 -1.7253 2.0749
C 2.4034 -0.7434 -0.2851
O 3.1035 -1.6280 0.1475
C 2.9684 0.3721 -1.1064
C 4.3978 0.7386 -0.8366
C 5.3827 -0.1064 -1.6616
C 6.7629 0.5360 -1.8268
N 7.1834 1.2431 -0.6047
C 2.1786 0.9263 -2.0384
C 2.5677 2.0313 -2.9695
C 1.6051 3.2441 -2.9272
C 0.7304 3.3557 -4.1582
F 1.5634 3.3714 -5.2832
C 0.8028 0.3728 -2.2256
O 0.3138 0.3083 -3.3330
H 0.1211 0.3621 5.9314
H 0.8745 1.8932 5.4537
H -0.2388 1.8548 6.8169
H -1.2054 2.7571 4.5841
H -2.1410 1.4945 5.3729
H -1.3287 1.4202 2.7107
H -0.0342 0.4954 3.5030
H -3.0044 -0.1050 3.5258
H -1.8901 -0.7968 4.6905
H -2.4844 -2.1013 2.4458
H -0.8900 -2.2100 3.1758
H -3.2296 0.4086 1.3688
H -1.6175 0.7880 -2.7394
H -2.6664 2.1152 -0.2583
H -1.7612 2.7367 -1.6170
H -3.8576 3.7589 -1.8275
H -3.7923 2.5418 -3.0809
H -4.7617 2.2476 -1.6188
H 4.5373 1.8078 -1.0039
H 4.6006 0.5625 0.2197
H 4.9544 -0.3271 -2.6405
H 5.5021 -1.0577 -1.1421
H 7.4889 -0.2604 -1.9801
H 6.7488 1.1875 -2.7060
H 8.1888 1.3623 -0.6282
H 6.8114 2.1854 -0.5982
H 3.5721 2.3745 -2.7357
H 2.6020 1.6642 -3.9942
H 0.9550 3.2157 -2.0475
H 2.1823 4.1664 -2.8477
H 0.1452 4.2771 -4.1613
H 0.0525 2.5093 -4.2639
C -5.3272 4.5832 10.8793
C -4.9530 4.8100 9.4314
O -4.0342 3.8119 8.9542
C -4.5822 2.6435 8.6298
O -5.7530 2.3695 8.6681
O -3.6053 1.8232 8.2371
C -4.0492 0.5037 7.9089
H -4.4313 4.5236 11.4981
H -5.9444 5.4072 11.2371
H -5.8880 3.6571 10.9959
H -4.4202 5.7511 9.3111
H -5.8323 4.8288 8.7887
H -4.8647 0.5336 7.1897
H -4.3693 -0.0201 8.8078
H -3.1957 -0.0063 7.4708
C -2.1504 -4.3783 -1.2548
C -3.4584 -4.4405 -2.0117
O -3.3464 -5.2168 -3.2169
C -3.3892 -6.5349 -3.0521
O -3.5382 -7.1213 -2.0111
O -3.2411 -7.1081 -4.2479
C -3.2281 -8.5372 -4.2206
H -1.3547 -4.0095 -1.9039
H -2.2482 -3.6995 -0.4059
H -1.8643 -5.3612 -0.8815
H -3.7328 -3.4401 -2.3392
H -4.2608 -4.8413 -1.3929
H -4.1048 -8.9225 -3.7050
H -2.3260 -8.8987 -3.7296
H -3.2364 -8.8529 -5.2594
C 5.9272 -2.7058 -5.2655
C 6.3516 -1.9000 -6.4739
O 5.2219 -1.3757 -7.1900
C 4.6652 -0.2900 -6.6564
O 5.0434 0.2854 -5.6665
O 3.6144 0.0497 -7.3976
C 2.9025 1.1896 -6.9030
H 5.2289 -3.4904 -5.5582
H 6.7982 -3.1689 -4.8016
H 5.4396 -2.0711 -4.5266
H 6.8666 -2.5287 -7.1976
H 7.0158 -1.0823 -6.1960
H 3.5730 2.0362 -6.7784
H 2.4300 0.9498 -5.9534
H 2.1391 1.4263 -7.6370
```


The following is a DFT calculation (ωB97M-V/def2-TZVPD) of a single C6H12N2O molecule at a distorted geometry.

Output
Strongest force on any atom in eV Å⁻¹: 3.3
Multiplicity: 1
HOMO level in eV: -9.57
Energy relative to the best compared isomer or geometry (same formula, charge and spin) in kcal per mole: 45.1
Orbital gap in eV: 10.37
E_tot in eV: -11442.713
SMILES: CC[C@]1(CN)CN1C=O
LUMO in Eh: 0.029

```
21
C6H12N2O, DFT ωB97M-V/def2-TZVPD
C 2.2542 -1.0462 -0.3393
C 1.6010 0.3184 -0.1324
C 0.1575 0.2749 0.1743
C -0.5410 1.5002 -0.3339
C -0.3701 -0.5068 1.4308
C -1.6489 -1.2385 -0.6650
H 1.8401 -1.6010 -1.2035
H 3.3051 -0.8898 -0.5195
H 2.2098 -1.5798 0.6359
H 1.7886 0.8860 -1.0260
H 2.0971 0.9241 0.6158
H -0.0212 2.4161 0.0290
H -0.4636 1.4626 -1.4156
H -2.4603 0.8024 -0.2209
H -2.1665 1.8209 0.9028
H 0.2361 -1.2412 1.9379
H -1.1672 -0.1421 2.0674
H -1.5030 -1.0708 -1.7156
N -1.9704 1.6299 -0.1044
N -0.5262 -0.9952 0.0448
O -2.6512 -1.7243 -0.1626
```


The following is a DFT calculation (ωB97M-V/def2-TZVPD) of a molecular structure, C22H31N3P2Pr at a distorted geometry.

Output
Strongest force on any atom in eV Å⁻¹: 5.0
Net charge: +1
Multiplicity: 3
HOMO level (spin up / spin down) in eV: -9.92 / -9.92
Energy relative to the best compared isomer or geometry (same formula, charge and spin) in kcal per mole: 20.9
Orbital gap (spin up / spin down) in eV: 7.16 / 7.16
E_tot in eV: -60425.625
LUMO (spin up / spin down) in Eh: -0.102 / -0.101

```
59
C22H31N3P2Pr, DFT ωB97M-V/def2-TZVPD
C 2.5139 -3.6775 -1.1752
C 1.8397 -2.5111 -1.5160
C 0.4398 -2.5844 -1.8271
C -0.2534 -3.8385 -1.6678
C 0.4848 -4.9876 -1.2917
C 1.8493 -4.9162 -1.0772
C -1.6476 -3.8242 -1.8000
C -2.3390 -2.6544 -2.1392
C -1.5689 -1.4490 -2.3200
C -2.2526 -0.2053 -2.5369
C -3.6375 -0.2011 -2.6109
C -4.3868 -1.3851 -2.4746
C -3.7496 -2.5876 -2.2239
H 3.5881 -3.6350 -0.9794
H -0.0451 -5.9314 -1.1768
H 2.4143 -5.8057 -0.7967
H -2.2042 -4.7473 -1.6338
H -4.1643 0.7433 -2.7711
H -5.4719 -1.3425 -2.5406
H -4.3216 -3.5042 -2.0952
N -0.2327 -1.4628 -2.1520
Pr -0.3228 0.0623 1.3856
C 2.5023 -1.1471 -1.5224
H 2.0383 -0.5204 -2.2957
H 3.5882 -1.2668 -1.6712
C -1.4252 1.0645 -2.6309
H -0.4789 0.8565 -3.1453
H -1.9907 1.8265 -3.1870
P 2.2397 -0.2112 0.0661
P -0.9477 1.7063 -0.9571
C -2.5293 2.4806 -0.4180
H -2.3494 3.0250 0.5250
H -2.9008 3.1857 -1.1783
H -3.2879 1.6971 -0.2501
C 0.0371 3.1755 -1.4013
H -0.5053 3.8532 -2.0698
H 0.2866 3.7120 -0.4774
H 0.9640 2.8591 -1.8964
C 3.2431 -1.2537 1.2107
H 4.2413 -1.4369 0.7743
H 3.3248 -0.7179 2.1690
H 2.7074 -2.2036 1.3720
C 3.3643 1.1882 -0.1987
H 3.3844 1.7831 0.7199
H 4.3716 0.8255 -0.4236
H 2.9959 1.8078 -1.0217
H -0.9078 -1.6476 0.5675
H 0.7442 -0.7389 2.8600
C 1.3399 3.2431 5.1390
N 0.0755 3.3772 4.3667
C -1.1692 3.7166 5.1065
C 0.0075 2.8767 3.1732
N -0.0264 2.2598 2.1488
H 1.1113 3.5576 6.1673
H 2.1028 3.9178 4.7183
H 1.6769 2.1876 5.1589
H -1.6259 4.6185 4.6655
H -1.8667 2.8539 5.1158
H -0.8679 3.9338 6.1410
```


The following is a DFT calculation (ωB97M-V/def2-TZVPD) of a single C4H7NS molecule at a distorted geometry.

Output
Strongest force on any atom in eV Å⁻¹: 4.7
Multiplicity: 1
HOMO level in eV: -8.33
Energy relative to the best compared isomer or geometry (same formula, charge and spin) in kcal per mole: 78.3
Orbital gap in eV: 8.29
E_tot in eV: -16583.535
SMILES: S=C1CCNC1
LUMO in Eh: -0.002

```
13
C4H7NS, DFT ωB97M-V/def2-TZVPD
C 0.4138 -1.0939 -0.5720
C -0.8126 -0.0942 -0.8898
C -0.9578 0.5612 0.4663
C 1.1208 -0.3818 0.5386
H -0.2271 0.8277 -1.4012
H -1.7732 -0.2529 -1.6956
H -1.4998 1.4969 0.2234
H -1.4904 -0.1881 1.2292
H 0.9067 1.8113 0.5194
H 0.7043 -0.8485 1.6385
H 2.1446 -0.3143 0.4113
N 0.5278 0.9253 0.8245
S 0.9428 -2.4487 -1.2927
```